127
Properties=species:S:1:pos:R:3:forces:R:3 method="wB97M-V/def2-TZVPD" relative_energy_ev=0.000 total_charge=+4 lumo_ev=-8.4 spin_multiplicity=1 e_homo_ev=-15.61
C 5.10446 0.17701 3.36122 1.8 -1.1 -0.1
C 3.61131 0.22307 3.26670 0.9 -0.2 -0.3
N 3.10616 1.45067 3.90209 -1.0 1.1 -0.5
C 2.46269 2.52331 3.30157 -1.1 1.6 1.3
C 2.02863 3.44627 4.30814 2.3 -3.4 -0.6
N 2.50316 2.87422 5.50162 0.0 -2.3 -2.4
C 3.19104 1.69369 5.19537 -2.3 1.7 1.4
C 2.31911 3.44060 6.82185 2.1 0.6 0.2
H 5.52520 -0.16409 2.41532 0.1 0.3 -0.2
H 5.33337 -0.66918 4.00903 0.6 0.4 0.4
H 5.64716 1.07143 3.66716 -0.2 0.0 0.0
H 3.36484 -0.69784 3.79517 -1.5 0.5 0.0
H 3.40040 0.14777 2.19995 -1.0 0.5 0.4
H 2.30928 2.58619 2.23437 0.1 -0.2 0.1
H 1.55453 4.41652 4.29270 0.0 -0.2 -0.2
H 3.46736 0.95844 5.93662 0.3 0.2 0.0
H 1.43235 4.06382 6.93738 0.0 -0.4 -0.2
H 3.22158 4.05146 6.84418 -0.3 0.7 0.9
H 2.50013 2.70862 7.60896 -0.6 -0.1 -0.2
C -3.30623 -6.40844 2.36397 -0.3 -0.4 1.3
C -4.66748 -5.72566 2.59387 0.9 -1.1 -0.6
N -4.77542 -4.38063 1.97037 -1.7 0.9 0.3
C -5.95910 -3.63387 1.96293 -0.7 0.4 0.1
C -5.72237 -2.26002 1.93031 2.1 -3.5 0.1
N -4.30144 -2.23784 1.88146 0.7 -0.7 -0.2
C -3.79329 -3.52283 1.89878 -0.1 2.5 -0.2
C -3.43234 -1.05508 1.81649 -0.9 1.3 -0.1
H -2.47984 -5.84812 2.80125 0.1 0.1 -0.5
H -3.09172 -6.90214 1.41616 -0.2 0.8 -0.4
H -3.34802 -7.27914 3.01837 -0.1 -0.1 0.2
H -4.85112 -5.58182 3.65862 0.2 0.1 -0.1
H -5.41086 -6.44063 2.24130 -0.4 0.7 -0.3
H -6.86775 -4.21742 1.94773 -0.2 0.4 0.3
H -6.38248 -1.41137 2.03247 0.3 -0.1 -0.2
H -2.75507 -3.79886 1.78790 0.0 0.3 0.4
H -3.85800 -0.26711 1.19520 -0.2 -0.6 -1.2
H -2.41800 -1.25354 1.47033 -0.2 -0.2 0.4
H -3.50636 -0.42159 2.70041 0.7 -1.0 1.0
C -2.09239 0.83750 -8.14918 0.5 -0.3 1.1
C -1.05743 0.62394 -6.93806 -1.3 -1.8 -1.5
N -1.18685 1.61959 -5.90116 0.7 3.5 -2.3
C -0.89160 2.99056 -6.19247 -0.4 0.3 2.8
C -1.24007 3.69904 -5.03778 0.9 -1.3 -1.9
N -1.78014 2.80023 -4.15887 1.2 -0.7 -1.4
C -1.77577 1.58558 -4.74238 -0.4 -0.4 1.2
C -2.26710 3.08945 -2.85549 -1.5 -0.1 1.3
H -1.81558 0.33360 -9.07523 0.6 0.3 0.1
H -2.28992 1.89907 -8.29806 0.1 -0.1 -0.2
H -3.03558 0.34091 -7.92137 -0.1 0.2 0.5
H -0.01385 0.49127 -7.22344 -0.1 0.8 -0.3
H -1.27500 -0.35588 -6.51295 -0.2 0.0 0.3
H -0.41430 3.43786 -7.05184 -0.1 -0.7 -0.2
H -1.03788 4.73206 -4.79616 -0.3 -0.1 0.0
H -2.21990 0.66530 -4.39277 0.0 0.3 0.5
H -3.33970 2.93555 -2.97358 -0.2 0.2 0.8
H -2.08690 4.11071 -2.51987 0.1 0.0 -0.6
H -1.86936 2.44101 -2.07483 0.2 -0.2 -0.3
C -2.62321 4.73066 1.22116 -0.9 0.8 0.4
C -3.42438 3.81848 2.17355 1.0 0.2 -1.2
N -2.45812 2.99512 2.93228 1.5 -1.9 3.0
C -1.52525 2.07011 2.33841 -1.3 0.8 1.6
C -0.91354 1.37650 3.36186 -0.4 0.9 -0.2
N -1.35962 1.85804 4.57928 -3.7 3.2 -2.0
C -2.36937 2.83538 4.31814 2.4 -1.9 -2.9
C -0.94907 1.48641 5.92318 -0.1 -0.7 -0.6
H -2.41301 5.63777 1.78778 1.3 -0.3 0.3
H -3.25329 5.26236 0.50815 -0.4 -0.9 -0.6
H -1.78504 4.22758 0.73901 0.0 0.4 0.1
H -4.02955 3.09816 1.62308 -0.3 0.2 0.2
H -4.01005 4.51559 2.77282 -0.1 -0.8 0.5
H -1.47749 1.97856 1.26336 0.3 -0.1 0.2
H -0.18522 0.58042 3.31494 0.0 0.0 0.0
H -3.00320 3.36011 5.01766 0.3 -0.1 0.2
H 0.09304 1.79955 5.98669 -0.1 -0.3 0.6
H -1.09550 0.40653 5.94587 0.5 -0.1 0.5
H -1.63002 1.94661 6.63917 0.4 0.1 0.0
C 3.43497 -0.55020 -5.07299 -1.2 -0.1 0.1
C 2.19708 0.36750 -5.15376 1.3 -0.8 1.2
N 2.56996 1.71115 -4.71269 1.6 4.7 2.2
C 2.75640 2.83935 -5.53296 -1.1 1.6 2.3
C 2.81089 4.01028 -4.70326 0.2 -2.5 -0.2
N 2.88990 3.59915 -3.36141 1.0 -4.3 -2.4
C 2.85140 2.19481 -3.37766 -1.9 0.8 -2.8
C 3.16679 4.37326 -2.13458 -0.9 -0.5 0.1
H 3.68503 -0.70407 -4.02328 0.1 -0.2 -0.1
H 4.33013 -0.19398 -5.58279 -0.3 0.0 -0.3
H 3.02529 -1.45873 -5.51439 0.8 -0.4 0.1
H 1.43570 0.01671 -4.45709 0.1 0.0 0.3
H 1.71231 0.24575 -6.12241 0.4 1.2 -0.2
H 2.78803 2.76591 -6.61000 -0.3 0.1 0.1
H 2.69044 5.06228 -4.91582 0.5 -0.1 -0.3
H 2.79765 1.52798 -2.52980 0.1 0.2 0.2
H 4.00375 4.03059 -1.52616 0.3 -0.3 -0.7
H 2.27967 4.09546 -1.56542 0.0 1.1 0.5
H 3.32518 5.42383 -2.37814 -0.4 -0.2 0.1
C 3.64916 -3.29376 0.11496 -0.1 1.2 -0.5
C 3.41149 -3.31523 -1.43377 0.1 -1.5 1.4
N 2.11085 -3.93757 -1.82839 -1.5 0.4 1.0
C 1.81988 -5.27264 -2.22664 -0.7 2.7 -0.4
C 0.47726 -5.24522 -2.57393 0.9 0.3 -0.2
N -0.00146 -3.97429 -2.38197 2.7 2.1 2.8
C 0.97505 -3.16947 -1.75767 0.7 -4.5 -2.4
C -1.30818 -3.47235 -2.58575 -1.6 0.0 -1.2
H 2.79877 -2.75499 0.53287 0.0 -0.1 0.4
H 4.52571 -2.67250 0.29881 0.0 0.3 -0.3
H 3.88862 -4.15798 0.73454 -0.6 -0.6 -0.8
H 4.20059 -3.90810 -1.89630 -0.1 0.3 -0.4
H 3.33374 -2.29443 -1.80797 0.4 -0.2 0.0
H 2.65000 -5.94532 -2.38413 -0.4 -0.3 0.1
H -0.20708 -5.96009 -3.00642 0.4 -0.3 0.1
H 0.93589 -2.22001 -1.24444 -0.4 0.2 -0.4
H -2.02507 -4.28230 -2.45104 -0.2 0.4 0.7
H -1.49636 -3.18854 -3.62120 0.5 -0.1 -0.3
H -1.46977 -2.53925 -2.04601 -0.1 -0.5 0.6
B 0.91317 0.53875 -0.32806 -2.3 1.1 -1.2
F -0.10337 -0.08526 0.40431 0.0 -0.9 -0.6
F 1.66968 -0.21672 -1.21657 0.0 -1.0 -0.3
F 0.28597 1.59904 -1.10822 -0.4 -0.3 -0.6
F 1.68611 1.18819 0.50949 2.7 1.3 2.5
C 0.31695 -3.47115 2.93591 1.9 1.5 1.1
F -0.56469 -4.37424 2.80927 -3.7 -1.8 -0.4
F 1.44120 -4.17706 2.76583 1.3 0.9 0.6
F 0.24640 -2.63965 1.84350 -0.2 0.2 0.5
S 0.06034 -2.62762 4.76157 -1.8 -1.3 3.3
O 1.00999 -1.56880 4.91999 1.6 1.4 -1.4
O -1.31809 -2.10476 4.93393 0.8 -0.4 -2.1
O 0.28231 -3.73136 5.68982 0.2 0.3 -2.1